# 1
Computed, not measured: a structure of composition C19H39Br12N5O5, with wB97M-V/def2-TZVPD.

highest occupied orbital energy (alpha / beta)	-1.68 / -5.97	eV
frontier orbital gap (alpha / beta)	3.0 / 7.3	eV
multiplicity	2
charge	-1
total energy	-32285.4808	Eh

```
80
Properties=species:S:1:pos:R:3:forces:R:3
C 11.075 26.165 -11.293 0.46 -0.49 -0.58
C 11.217 26.491 -9.848 -2.26 -1.10 0.36
O 10.378 26.144 -9.010 -0.54 -0.16 0.11
N 12.240 27.209 -9.537 3.78 2.94 1.89
C 12.599 27.787 -8.214 -0.33 -0.42 0.83
H 11.877 26.603 -11.886 -0.22 0.31 -0.11
H 10.080 26.451 -11.633 0.07 -0.04 -0.09
H 11.220 25.094 -11.440 -0.34 -0.12 0.13
H 12.970 27.396 -10.210 -0.25 -0.03 -0.47
H 11.783 27.961 -7.512 -0.56 -0.30 -0.57
H 13.100 28.755 -8.213 -0.05 0.07 -1.08
H 13.279 27.182 -7.615 0.08 -0.59 -0.37
C 5.783 23.728 -9.797 -0.25 -0.48 0.12
C 6.138 22.382 -9.199 -2.34 0.11 -0.96
O 5.267 21.492 -9.053 1.68 1.25 -0.04
N 7.420 22.212 -8.928 0.21 -3.03 -0.24
C 8.576 23.024 -8.835 0.47 1.78 1.46
H 5.241 23.545 -10.724 0.04 -0.03 0.01
H 6.675 24.316 -10.012 -0.27 0.28 0.22
H 5.074 24.182 -9.105 0.22 0.43 -0.07
H 7.565 21.244 -8.682 0.16 -0.03 0.15
H 8.886 23.711 -9.624 -0.29 -0.56 -0.63
H 9.416 22.409 -8.514 -0.06 0.08 -0.29
H 8.360 23.704 -8.011 0.53 0.31 0.29
C 12.833 31.429 -6.779 0.03 -0.23 0.59
C 13.161 30.682 -5.404 -2.41 -0.24 -2.52
O 12.699 29.566 -5.173 0.81 0.97 -0.26
N 13.924 31.354 -4.541 0.91 -0.85 2.49
C 14.226 30.652 -3.263 -0.57 -0.04 0.90
H 12.551 32.479 -6.697 0.80 0.33 0.53
H 11.959 31.110 -7.347 -0.03 -1.10 0.56
H 13.671 31.293 -7.462 0.17 0.27 0.11
H 14.186 32.327 -4.605 -0.20 -0.37 -0.40
H 15.035 29.921 -3.255 0.54 0.57 -0.58
H 13.440 30.017 -2.856 -0.78 0.07 -1.01
H 14.289 31.319 -2.403 0.73 0.60 -0.46
C 11.904 25.962 -15.313 -0.12 0.69 -1.28
C 11.047 26.555 -16.478 -0.83 -1.07 0.54
O 9.845 26.689 -16.395 -1.01 0.53 0.79
N 11.607 26.765 -17.681 3.59 0.13 -0.50
C 11.107 27.379 -18.894 -1.05 -0.99 0.85
H 12.038 26.663 -14.489 0.00 0.25 -0.26
H 12.885 25.716 -15.720 0.09 -0.23 0.41
H 11.406 25.097 -14.873 -0.03 -0.05 -0.37
H 12.580 26.523 -17.805 -0.02 0.03 0.67
H 10.882 28.439 -18.777 -0.05 -0.04 -0.06
H 10.210 26.789 -19.084 -0.34 0.58 -0.74
H 11.853 27.202 -19.670 -0.19 0.16 0.02
C 16.049 29.740 -11.078 0.58 -0.23 -0.18
C 14.604 29.998 -11.375 3.93 2.53 1.82
O 13.918 29.073 -11.484 -4.76 -4.11 -0.78
N 14.207 31.272 -11.482 -1.31 1.90 -0.05
C 14.953 32.505 -11.412 1.01 -0.22 -0.35
H 16.173 28.660 -11.150 0.11 0.09 -0.68
H 16.432 29.912 -10.072 -0.23 0.90 -0.02
H 16.555 30.302 -11.863 0.90 -0.29 0.29
H 13.255 31.452 -11.765 -0.08 -0.65 0.04
H 15.938 32.366 -10.967 -0.13 -0.16 0.15
H 14.443 33.281 -10.842 -0.17 -0.15 -0.03
H 15.142 32.850 -12.429 -0.02 0.41 -0.04
C 9.052 26.858 -5.988 0.60 -0.64 0.76
Br 7.441 26.136 -5.136 0.23 0.49 -0.55
Br 10.561 25.916 -5.167 -0.10 0.10 -0.27
Br 9.323 28.745 -5.701 -0.33 -0.28 -0.03
H 9.107 26.591 -7.043 -0.24 0.28 0.04
C 15.981 24.757 -13.067 -0.05 0.39 -0.45
Br 16.953 24.989 -14.809 0.30 -0.11 -0.88
Br 14.712 26.311 -12.764 -0.73 0.36 0.14
Br 17.273 24.515 -11.508 0.54 -0.50 0.94
H 15.360 23.874 -13.216 -0.05 -0.24 0.25
C 13.159 21.787 -10.837 -0.46 0.79 -0.27
Br 13.941 23.266 -9.753 -0.84 -1.23 -0.70
Br 12.323 22.575 -12.535 0.80 -0.84 1.50
Br 11.854 20.584 -9.932 0.75 0.96 -0.38
H 13.985 21.129 -11.108 -0.26 0.36 -0.20
C 8.209 29.201 -10.781 -0.97 1.13 0.57
Br 8.531 29.870 -8.914 -0.39 -0.49 -1.35
Br 7.594 30.723 -11.996 0.96 -1.12 0.95
Br 6.764 27.888 -10.862 0.93 0.31 0.24
H 9.186 28.790 -11.036 -0.46 0.08 -0.52
```
Forces are in eV/Å.

=====

# 2
Computed, not measured: an isolated molecule of C4H8ClN, with wB97M-V/def2-TZVPD.

highest occupied orbital energy	-9.48	eV
frontier orbital gap	10.6	eV
multiplicity	1
charge	0
total energy	-672.0865	Eh
energy relative to the best compared isomer or geometry (same formula, charge and spin)	31.52	kcal per mole

```
14
Properties=species:S:1:pos:R:3:forces:R:3
Cl -0.871 0.838 3.350 0.10 -0.05 -1.07
C -0.699 -0.066 1.755 1.01 0.46 0.30
C -0.417 0.724 0.454 -0.48 -2.06 0.65
N -0.132 -0.415 -0.487 -1.82 1.34 -0.98
C 0.133 -0.151 -1.962 0.19 1.75 1.37
C 1.170 -0.640 -1.035 0.80 -1.30 1.55
H 0.177 -0.695 1.886 -0.39 -0.43 0.33
H -1.629 -0.591 1.619 -0.01 -0.45 0.11
H -1.366 1.218 0.300 0.11 0.46 -1.04
H 0.415 1.377 0.574 0.59 0.82 -0.03
H -0.352 -0.857 -2.606 -0.18 0.07 -0.37
H 0.238 0.947 -2.274 -0.33 -1.83 0.33
H 1.416 -1.738 -0.938 0.16 1.40 -0.60
H 1.917 0.049 -0.636 0.24 -0.17 -0.56
```
Forces are in eV/Å.

=====

# 3
Computed, not measured: a structure of composition C32H33N7SiTi, with wB97M-V/def2-TZVPD.

highest occupied orbital energy (alpha / beta)	-9.88 / -10.87	eV
frontier orbital gap (alpha / beta)	6.9 / 7.6	eV
multiplicity	2
charge	+1
total energy	-2761.2493	Eh

```
74
Properties=species:S:1:pos:R:3:forces:R:3
Ti 0.071 0.046 0.107 -0.83 -0.23 -0.29
N -1.650 1.154 -0.435 -0.67 0.38 0.17
C -2.058 1.802 0.783 -0.57 0.15 0.32
C -2.191 3.183 0.816 0.11 -0.06 -0.07
C -2.570 3.825 1.983 0.00 0.02 -0.02
C -2.817 3.078 3.122 0.01 0.02 0.04
C -2.671 1.701 3.089 0.02 0.02 -0.07
C -2.301 1.025 1.926 -0.03 0.12 -0.04
C -2.169 -0.459 1.952 0.06 -0.15 0.05
C -3.106 -1.180 2.699 0.00 0.04 -0.06
C -3.012 -2.555 2.819 -0.02 -0.01 0.04
C -1.978 -3.229 2.190 0.03 -0.03 -0.02
C -1.062 -2.521 1.426 -0.04 -0.08 0.06
C -1.121 -1.131 1.284 -0.66 -0.39 0.67
H -2.319 0.432 -0.717 0.05 0.02 -0.07
H -1.572 1.819 -1.198 0.00 -0.07 -0.05
H -2.000 3.760 -0.083 -0.05 -0.01 -0.02
H -2.683 4.900 1.997 0.01 0.03 -0.01
H -3.124 3.569 4.035 0.03 -0.01 0.04
H -2.827 1.128 3.993 -0.04 -0.02 0.01
H -3.926 -0.660 3.178 -0.03 0.02 -0.01
H -3.745 -3.099 3.399 -0.02 0.00 0.01
H -1.900 -4.305 2.279 0.02 -0.01 -0.01
H -0.293 -3.090 0.915 -0.02 0.04 0.01
C 2.290 -4.712 -2.369 0.01 0.00 -0.01
C 1.366 -4.192 -3.262 -0.01 0.01 -0.02
C 0.615 -3.084 -2.912 0.02 0.20 0.02
C 0.776 -2.504 -1.660 0.33 -0.30 -0.17
C 1.677 -3.041 -0.749 -0.21 0.08 -0.06
C 2.440 -4.139 -1.116 0.04 -0.05 0.01
N -0.050 -1.335 -1.336 0.06 -1.75 -1.04
N 0.331 -0.069 -1.934 -0.41 0.27 -1.11
C 1.599 0.302 -1.595 1.12 -0.57 -0.11
C 2.363 1.192 -2.370 -0.02 0.15 -0.04
C 3.604 1.558 -1.912 -0.19 -0.04 -0.04
C 4.086 1.043 -0.701 -0.03 -0.11 0.13
C 3.283 0.196 0.019 0.31 0.08 0.03
N 2.054 -0.152 -0.396 0.68 0.12 -0.67
H 2.890 -5.567 -2.650 0.00 -0.03 0.02
H 1.228 -4.654 -4.230 0.01 0.04 -0.03
H -0.099 -2.654 -3.604 -0.03 -0.02 -0.02
H 1.766 -2.627 0.245 0.06 0.07 -0.01
H 3.155 -4.556 -0.419 -0.02 0.01 0.05
H 1.972 1.545 -3.314 -0.04 -0.04 -0.01
H 4.220 2.226 -2.499 0.01 0.01 -0.01
H 5.069 1.302 -0.338 0.03 -0.04 0.01
H 3.614 -0.239 0.956 -0.04 0.06 0.01
N 2.991 0.428 4.360 -0.05 -0.04 0.01
C 2.362 1.061 3.343 0.11 0.29 -0.01
C 1.281 0.466 2.673 -0.30 0.01 -0.13
N 0.719 1.054 1.610 1.66 1.84 2.80
C 1.195 2.271 1.252 -0.22 -0.01 -0.02
C 2.243 2.843 1.942 0.11 0.00 0.15
N 2.839 2.255 2.972 -0.12 -0.18 0.01
H 2.555 -0.357 4.810 0.04 0.00 0.04
H 3.673 0.956 4.879 -0.02 0.00 0.03
H 0.873 -0.488 2.984 0.00 0.00 -0.07
H 0.715 2.775 0.420 0.01 0.00 0.05
H 2.619 3.823 1.675 -0.05 0.00 -0.11
C -3.636 -4.372 -2.795 -0.16 0.29 0.01
Si -4.147 -2.623 -2.309 -0.03 0.02 0.03
C -4.765 -1.564 -3.739 0.03 -0.27 0.21
C -5.371 -2.646 -0.879 0.21 0.00 -0.28
C -2.541 -1.849 -1.761 -0.02 -0.19 -0.06
C -1.370 -1.607 -1.587 -0.30 0.21 -0.32
H -4.472 -4.943 -3.199 -0.07 0.02 0.00
H -3.258 -4.908 -1.924 0.01 0.02 0.05
H -2.847 -4.362 -3.547 0.02 0.06 -0.03
H -5.545 -2.081 -4.299 -0.05 -0.02 0.00
H -3.964 -1.318 -4.435 0.06 -0.05 0.00
H -5.189 -0.629 -3.373 0.00 0.03 0.05
H -6.291 -3.146 -1.189 -0.03 -0.01 -0.01
H -5.635 -1.640 -0.551 0.02 0.05 -0.02
H -4.971 -3.186 -0.020 0.06 -0.02 0.00
```
Forces are in eV/Å.

=====

# 4
Computed, not measured: a cluster of 2 separate species, C19H19NO2 in total, with wB97M-V/def2-TZVPD.

highest occupied orbital energy	-7.10	eV
frontier orbital gap	5.6	eV
multiplicity	1
charge	0
total energy	-940.4709	Eh
energy relative to the best compared isomer or geometry (same formula, charge and spin)	154.11	kcal per mole

```
41
Properties=species:S:1:pos:R:3:forces:R:3
C 3.344 4.658 0.104 0.06 0.24 0.02
C 2.431 3.494 -0.167 -0.08 -0.38 -0.07
C 2.954 2.215 -0.403 -0.39 0.16 0.13
C 2.119 1.125 -0.632 0.03 0.31 0.07
C 0.714 1.296 -0.718 0.51 0.41 0.81
C -0.182 0.244 -1.123 -0.49 -0.29 0.34
N 0.315 -0.755 -1.945 0.15 -2.04 -1.39
O -0.426 -1.256 -2.846 0.89 0.89 1.73
O 1.483 -1.206 -1.748 -1.70 0.31 -0.37
C 0.189 2.574 -0.384 0.16 -0.39 -0.35
C 1.035 3.652 -0.153 0.19 -0.14 0.21
H 2.764 5.519 0.449 0.12 -0.06 -0.04
H 4.084 4.421 0.880 -0.17 0.00 -0.19
H 3.897 4.969 -0.793 -0.13 -0.12 0.15
H 4.037 2.066 -0.409 -0.29 0.04 0.09
H 2.532 0.133 -0.779 -0.04 0.45 -0.01
H -1.241 0.489 -1.278 0.61 -0.27 -0.25
H -0.897 2.694 -0.363 0.29 0.14 -0.13
H 0.631 4.646 0.051 -0.01 -0.33 -0.03
C -1.338 -0.136 1.560 0.29 0.65 0.62
C -0.203 0.260 2.567 -0.56 0.04 -0.31
C 0.920 -0.671 2.213 -0.47 -0.68 -0.98
C 0.524 -1.598 1.277 1.07 0.73 1.08
C -0.785 -1.303 0.801 -0.12 0.69 -0.47
C -1.611 -2.227 0.076 -0.49 -0.85 -0.64
C -1.039 -3.421 -0.435 -0.19 0.47 -0.02
C -1.799 -4.311 -1.179 -0.28 0.04 -0.05
C -3.151 -4.049 -1.439 0.33 0.32 0.21
C -3.737 -2.878 -0.932 0.19 -0.03 0.06
C -2.991 -1.985 -0.165 0.49 -0.10 -0.11
H -2.266 -0.371 2.097 0.15 -0.10 -0.20
H -1.546 0.693 0.874 -0.13 -0.12 0.36
H 0.046 1.329 2.509 0.11 -0.35 -0.01
H -0.551 0.061 3.594 0.24 0.09 -0.18
H 1.904 -0.612 2.676 -0.26 -0.18 -0.07
H 1.113 -2.456 0.955 -0.05 0.50 0.00
H 0.018 -3.630 -0.259 -0.41 0.05 -0.16
H -1.319 -5.202 -1.580 -0.20 0.16 0.08
H -3.737 -4.744 -2.044 0.17 0.24 0.20
H -4.779 -2.647 -1.157 0.26 -0.13 0.13
H -3.457 -1.082 0.244 0.16 -0.36 -0.26
```
Forces are in eV/Å.